# 1
ORCA calculation (ωB97M-V/def2-TZVPD) on a single C4H13N3 molecule.

Its structure (SMILES) is CCN(C)NNC. The calculation puts the largest force on an atom at 4.27 eV/Å. The spin multiplicity is 1. As for the HOMO energy: -0.2829 Eh. As for the HOMO-LUMO gap: 8.88 eV.

The geometry in XYZ format:
```
20
Properties=species:S:1:pos:R:3:forces:R:3:lowdin_charge:R:1
C -2.090 0.337 0.931 0.111 -0.062 -0.172 -0.124
C -0.755 0.132 1.589 2.351 3.016 0.212 -0.177
N 0.443 0.751 0.553 -2.913 -2.886 1.201 -0.175
C 1.807 0.992 1.002 -0.164 -0.114 0.924 -0.118
N 0.335 -0.428 -0.214 0.292 -0.736 -2.303 -0.165
N 0.782 -0.214 -1.590 0.450 0.268 -0.024 -0.128
C 0.124 -1.166 -2.478 -0.045 0.051 0.273 -0.146
H -2.102 1.304 0.435 -0.060 0.123 -0.018 0.070
H -2.889 0.321 1.674 0.013 -0.075 0.015 0.071
H -2.271 -0.430 0.182 -0.063 -0.006 0.017 0.059
H -0.607 0.814 2.427 -0.414 -0.088 0.365 0.088
H -0.603 -0.892 1.959 0.514 0.216 -0.553 0.101
H 1.820 1.927 1.568 0.121 -0.064 -0.087 0.074
H 2.203 0.192 1.653 -0.074 0.063 -0.111 0.076
H 2.468 1.079 0.135 -0.251 0.039 0.016 0.074
H 0.928 -1.189 0.140 0.167 0.448 0.077 0.116
H 0.489 0.734 -1.820 -0.106 -0.220 0.188 0.099
H 0.383 -0.913 -3.506 0.050 -0.051 0.032 0.071
H -0.971 -1.182 -2.379 0.092 0.014 0.064 0.067
H 0.505 -2.168 -2.260 -0.072 0.061 -0.117 0.067
```
Forces are in eV/Å.

***

# 2
ORCA calculation (ωB97M-V/def2-TZVPD) on a molecular structure, C7H16ClIOSb.

Its charge is -1. The calculation puts the largest force on an atom at 2.29 eV/Å. The spin multiplicity is 1. As for the HOMO energy: -0.1386 Eh. As for the HOMO-LUMO gap: 6.88 eV.

The geometry in XYZ format:
```
27
Properties=species:S:1:pos:R:3:forces:R:3:lowdin_charge:R:1
C -2.640 -1.259 2.036 -0.055 0.000 0.132 -0.178
C -1.339 -0.979 2.221 0.209 -1.005 -0.631 -0.396
Sb -0.054 0.353 0.956 1.182 -1.801 -0.790 0.824
I -1.693 2.587 1.852 -0.400 0.516 0.189 -0.055
C -1.424 0.155 -0.738 -0.043 0.046 -0.193 -0.416
C -1.292 -1.111 -1.582 -0.155 0.239 -0.007 -0.359
C -0.153 -1.096 -2.603 -0.400 -0.039 -0.260 -0.608
Cl 1.260 -2.123 -2.219 0.123 0.020 0.033 0.491
C 1.273 1.757 -0.143 -0.482 0.621 0.009 -0.441
O 2.449 2.128 0.551 0.031 -0.201 -0.035 -0.285
C 3.393 1.086 0.599 0.219 0.026 0.108 -0.169
H -3.001 -1.754 1.135 -0.251 1.430 -0.758 0.027
H -3.412 -0.975 2.753 0.089 -1.346 0.712 0.033
H -0.828 -1.334 3.120 -0.334 1.646 0.894 0.012
H 0.914 0.575 2.388 -0.142 0.100 0.081 -0.049
H 0.919 -0.994 0.404 -0.011 0.060 0.074 -0.076
H -2.421 0.198 -0.299 0.003 0.044 0.096 0.017
H -1.330 1.028 -1.390 0.046 0.110 0.117 0.050
H -2.208 -1.178 -2.183 -0.049 -0.171 0.037 0.096
H -1.265 -2.011 -0.963 0.153 -0.016 0.012 0.090
H -0.515 -1.478 -3.554 0.054 -0.071 -0.030 0.051
H 0.192 -0.081 -2.788 0.218 0.002 0.188 0.058
H 0.695 2.675 -0.263 -0.006 0.037 0.027 0.024
H 1.484 1.383 -1.158 0.163 -0.258 0.104 0.053
H 2.957 0.138 0.921 -0.067 -0.011 -0.055 0.043
H 4.159 1.370 1.321 0.011 0.047 0.006 0.080
H 3.881 0.937 -0.375 -0.106 -0.026 -0.062 0.081
```
Forces are in eV/Å.

***

# 3
ORCA calculation (ωB97M-V/def2-TZVPD) on a molecular structure, C22H22Cl2MoNO2S4Sb.

Its charge is +1. The calculation puts the largest force on an atom at 1.10 eV/Å. The spin multiplicity is 4. Its expectation value of S² is 3.813. As for the HOMO energy (alpha / beta): -0.3876 / -0.4191 Eh. As for the HOMO-LUMO gap (alpha / beta): 5.85 / 6.73 eV.

The geometry in XYZ format:
```
55
Properties=species:S:1:pos:R:3:forces:R:3:lowdin_charge:R:1
Mo 0.227 -0.263 0.262 -0.201 0.291 1.047 0.977
C 1.393 -1.270 -5.375 -0.071 -0.055 -0.065 -0.055
C 1.676 -0.964 -3.901 -0.023 0.132 0.080 -0.374
C 2.527 -2.078 -3.306 0.093 -0.177 0.036 -0.065
C 0.373 -0.728 -3.155 0.143 -0.022 -0.077 -0.207
C -0.089 -1.601 -2.171 -0.075 -0.137 -0.015 -0.090
C -1.358 -1.445 -1.598 -0.072 -0.125 -0.180 -0.163
C -2.202 -0.404 -1.999 -0.145 0.045 0.086 -0.341
C -3.589 -0.274 -1.428 0.057 0.021 -0.035 -0.046
C -1.709 0.495 -2.935 -0.036 0.099 -0.031 -0.056
C -0.449 0.338 -3.498 -0.019 0.029 -0.028 -0.012
H 2.324 -1.396 -5.929 0.011 0.005 0.033 0.085
H 0.823 -0.477 -5.860 0.005 -0.001 0.038 0.077
H 0.820 -2.196 -5.464 0.003 0.025 -0.003 0.093
H 2.243 -0.027 -3.869 0.015 0.006 0.082 0.143
H 2.052 -3.052 -3.456 0.012 0.030 -0.022 0.093
H 2.707 -1.975 -2.234 -0.040 0.077 -0.083 0.053
H 3.498 -2.118 -3.800 -0.029 0.018 -0.022 0.092
H 0.476 -2.488 -1.920 0.055 0.038 0.076 0.109
H -1.746 -2.232 -0.965 0.044 0.054 0.076 0.092
H -3.560 -0.121 -0.347 0.034 -0.005 0.011 0.048
H -4.174 -1.177 -1.612 0.032 -0.009 -0.010 0.093
H -4.121 0.569 -1.865 0.032 -0.008 -0.024 0.086
H -2.331 1.327 -3.243 0.021 -0.011 -0.012 0.123
H -0.108 1.051 -4.241 -0.036 -0.014 0.014 0.128
S -2.186 0.895 3.420 0.071 -0.035 -0.042 -0.047
Sb -0.477 2.225 2.435 -0.057 0.272 0.293 0.426
S -1.025 1.664 0.130 0.046 -0.425 -0.442 0.038
S 1.296 0.619 2.256 -0.047 -0.327 -0.075 0.009
Cl 6.917 -3.249 1.224 -0.193 0.053 -0.037 0.706
C 5.244 -2.840 1.019 0.074 -0.234 0.134 -0.650
C 4.262 -3.735 1.487 0.148 -0.204 0.087 -0.084
C 2.927 -3.468 1.358 0.248 -0.103 0.077 -0.555
Cl 1.757 -4.590 1.960 0.064 0.092 -0.097 0.774
C 2.482 -2.271 0.753 -0.516 -0.087 0.211 -0.378
O 1.209 -2.057 0.647 -0.055 0.263 -0.274 -0.289
C 3.481 -1.383 0.293 0.429 0.173 -0.115 -0.156
C 3.150 -0.201 -0.405 -0.196 0.178 -0.191 -0.163
O 1.995 0.226 -0.633 0.014 -0.095 -0.179 -0.214
C 4.865 -1.681 0.422 -0.183 0.086 -0.019 -0.035
H 4.571 -4.659 1.961 0.020 0.030 -0.013 0.117
H 3.956 0.400 -0.835 0.087 -0.081 0.044 0.158
H 5.605 -0.986 0.049 -0.040 0.014 -0.006 0.127
S -1.697 -1.268 1.627 0.243 -0.007 -0.064 0.558
C -1.077 -2.334 2.862 0.016 -0.067 -0.088 -0.646
N -0.117 -1.929 3.708 0.026 0.430 -0.080 0.062
C 0.373 -2.670 4.717 -0.030 0.098 -0.079 -0.038
C -0.123 -3.925 4.940 -0.053 0.021 -0.026 -0.039
C -1.134 -4.387 4.096 -0.036 -0.109 0.069 -0.029
C -1.609 -3.603 3.065 -0.046 -0.035 -0.066 -0.062
H 0.239 -0.971 3.550 0.139 -0.190 -0.011 0.008
H 1.147 -2.206 5.311 0.004 -0.016 0.001 0.146
H 0.260 -4.523 5.753 -0.005 -0.010 -0.018 0.123
H -1.550 -5.375 4.248 0.004 0.018 0.000 0.127
H -2.385 -3.951 2.398 0.012 -0.010 0.038 0.120
```
Forces are in eV/Å.

***

# 4
ORCA calculation (ωB97M-V/def2-TZVPD) on a molecular structure, C23H23N5O.

The calculation puts the largest force on an atom at 18.20 eV/Å. The spin multiplicity is 1. As for the HOMO energy: -0.2661 Eh. As for the HOMO-LUMO gap: 7.26 eV.

The geometry in XYZ format:
```
52
Properties=species:S:1:pos:R:3:forces:R:3:lowdin_charge:R:1
C 2.638 0.525 -3.334 -2.067 -6.647 1.552 -0.023
C 1.104 0.598 -2.851 5.447 -1.461 -3.141 -0.257
C 0.031 0.001 -3.470 11.057 -2.367 -6.182 -0.100
C -1.165 0.071 -3.133 -7.746 -4.722 -8.126 -0.201
C -1.459 0.626 -2.102 -0.285 9.507 15.516 -0.290
C -0.267 1.366 -1.280 -1.238 -1.304 -1.465 0.106
C 1.104 1.363 -1.767 -12.878 -1.829 -1.391 -0.039
H 1.724 1.565 -1.110 6.694 2.505 5.298 0.020
H -0.534 1.754 -0.285 0.047 0.018 -0.667 0.095
N -2.734 0.812 -1.493 -0.085 -0.261 1.221 0.087
C -2.993 0.858 0.091 -2.466 0.773 -10.139 -0.032
C -2.381 0.304 1.144 -3.265 3.123 -5.161 -0.293
N -3.175 0.824 1.955 -1.074 0.318 13.965 0.171
C -4.164 1.584 1.808 4.035 -4.176 -7.788 -0.409
N -5.155 2.019 2.366 -5.225 4.715 5.349 0.130
C -5.952 2.845 1.739 -2.534 -0.761 -1.187 -0.034
C -6.117 2.929 0.191 8.962 -3.736 7.579 0.051
C -5.050 2.321 -0.424 -2.492 0.092 5.005 -0.031
N -4.266 1.564 0.378 5.283 -0.665 -2.620 0.108
H -4.987 2.374 -1.397 0.960 -0.382 -5.052 0.067
H -6.900 3.271 -0.172 -6.660 3.663 -3.591 0.002
H -6.674 3.290 2.472 0.274 -0.113 -1.352 0.112
C -1.199 -0.301 1.321 3.258 -2.954 0.452 -0.247
C -0.728 -1.155 0.328 -4.000 -5.524 -4.329 -0.007
C 0.264 -2.180 0.458 0.081 4.861 -0.848 0.055
C 1.184 -1.633 1.389 4.365 -8.355 -3.922 -0.287
C 0.848 -0.728 2.182 -0.516 6.630 11.190 -0.075
C -0.423 -0.164 2.435 1.783 -1.022 -3.919 0.053
H -0.553 0.658 3.027 -0.491 1.418 2.272 0.098
H 1.481 -0.454 3.182 -0.556 -0.760 -2.875 0.167
N 2.450 -2.377 1.500 -3.792 -1.280 -4.985 -0.119
C 3.365 -2.293 2.480 0.308 6.031 3.750 -0.178
H 2.793 -2.079 3.500 1.663 -0.945 -1.793 0.161
C 4.323 -0.965 2.218 2.890 -0.679 7.523 -0.203
O 5.074 -1.066 1.081 2.798 0.489 5.521 -0.126
C 4.144 -1.187 0.243 -1.537 -0.183 -12.391 -0.325
C 3.171 -2.572 0.154 3.909 4.253 8.416 0.011
H 2.711 -2.248 -0.625 -3.482 0.469 -5.165 0.031
H 3.890 -3.332 0.284 0.216 -1.440 -0.758 0.109
H 4.961 -1.277 -0.696 -2.928 -0.100 0.572 0.167
H 3.542 -0.112 -0.112 0.971 -2.813 1.538 0.177
H 5.256 -0.749 3.262 -2.845 -1.094 -2.892 0.200
H 3.812 -0.036 2.295 -0.853 0.764 -0.406 0.073
H 4.062 -3.045 2.432 1.294 -2.367 0.507 0.088
H 0.671 -2.790 -0.362 -1.005 -0.087 0.570 0.118
H -1.669 -1.477 -0.618 3.127 1.341 2.963 0.216
H -3.454 0.508 -2.167 0.020 0.026 1.301 0.116
H -2.010 -0.272 -3.798 1.010 -0.256 0.631 0.166
H 0.326 -0.640 -4.409 -0.563 1.374 1.730 0.165
H 3.002 -0.605 -3.601 -1.256 2.250 0.202 0.120
H 3.323 0.666 -2.540 0.452 1.129 0.789 0.030
H 2.756 1.041 -4.173 0.937 2.534 -3.268 0.007
```
Forces are in eV/Å.